ORCA calculation (ωB97M-V/def2-TZVPD) on a molecular structure, C7H16N2.

```
! wB97M-V def2-TZVPD RIJCOSX def2/J DEFGRID3
* xyz 0 1
C -1.10729 0.78557 1.08680
C -2.61254 0.81911 0.90074
C -0.63268 -0.08987 -0.63902
N -1.31896 -1.20495 -0.70150
H -0.78324 -1.95918 -1.12711
H -0.98933 0.85009 -1.06167
H -0.68010 1.78650 1.13516
H -0.85551 0.21261 1.97351
H -2.90930 1.47975 0.08160
H -3.08208 1.18880 1.81867
H -2.99775 -0.17854 0.68898
C 1.40500 1.24980 -1.48543
C 1.10615 -1.25961 1.42982
C 0.97761 -0.03705 -0.79264
N 1.56640 -1.17901 -1.47563
C 1.12693 -0.00818 0.65330
H 1.32663 -2.05794 -1.03374
H 1.23850 -1.22354 -2.43461
H 1.41548 0.91794 1.12898
H 2.49031 1.35606 -1.45208
H 0.95219 2.11836 -1.00324
H 1.08997 1.24378 -2.53186
H 1.97723 -1.88477 1.19982
H 0.21185 -1.84142 1.13598
H 1.08453 -1.08431 2.50520
*
```

Results
LUMO level (spin up / spin down) = 0.08 / 0.11 eV
HOMO level (spin up / spin down) = -7.4 / -7.4 eV
Relative energy (zero: lowest compared OMol25 entry of this formula, charge and spin) = 486.4 kJ/mol
Frontier orbital gap (spin up / spin down) = 7.436 / 7.488 eV

Mulliken atomic charge list, values in e, 5 entries: -0.486, -1.186, -0.591, -0.768, 0.263


ORCA calculation (ωB97M-V/def2-TZVPD) on a single C4H6O molecule in a non-equilibrium geometry.

```
! wB97M-V def2-TZVPD RIJCOSX def2/J DEFGRID3
* xyz 0 1
O -0.53981 -0.98352 0.94712
C -1.04677 -0.49955 -0.30236
C -0.40860 0.90220 -0.39065
C 0.81106 0.51827 0.35468
C 1.82832 -0.10167 0.64480
H 0.52572 -1.09813 0.91366
H -0.75154 -1.13740 -1.14855
H -2.14735 -0.45103 -0.28227
H -0.12665 1.28515 -1.38386
H -1.02773 1.65186 0.11549
H 2.88336 -0.08620 0.53195
*
```

Results
LUMO level = 1.01 eV
SMILES string = C#CCCO
HOMO level = -9.5 eV
Relative energy (zero: lowest compared OMol25 entry of this formula, charge and spin) = 318.9 kJ/mol
Frontier orbital gap = 10.477 eV

Mulliken atomic charge list, values in e, 5 entries: -0.565, -0.353, -0.299, -0.139, -0.405